C38H27Cl2IrN3O5PS3 as an isolated structure at a distorted geometry. Source: the Open Molecules 2025 dataset; level of theory: the ωB97M-V functional and the def2-TZVPD basis.

Spin multiplicity: 2
Charge: +1
Energy relative to the best compared isomer or geometry (same formula, charge and spin), kJ/mol: 23.8
E_HOMO (alpha / beta), eV: -9.6 / -9.5
LUMO level (alpha / beta), eV: -3.7 / -3.7

```
80
Properties=species:S:1:pos:R:3:lowdin_charge:R:1
Ir -0.10 0.34 0.26 0.869
Cl 0.34 -1.40 -4.87 0.667
Cl -1.77 1.92 -1.13 0.757
S 0.02 -0.71 -1.89 0.597
S -1.77 2.48 2.92 0.654
S 2.22 7.07 0.90 0.687
P 1.34 -3.17 0.29 1.051
O 0.96 -0.83 3.05 0.193
O -2.54 3.43 2.17 -0.280
O -1.78 -0.85 1.42 -0.051
O -0.67 3.02 3.68 -0.302
O 1.07 -1.76 1.01 -0.268
N 1.55 1.79 0.24 -0.084
N 1.34 5.88 3.08 0.114
N -1.28 1.27 1.93 -0.171
C -2.79 0.18 3.38 -0.135
C -0.77 0.30 -3.08 -0.674
C 2.66 -4.75 4.30 -0.027
C 4.06 -1.33 -2.04 -0.042
C 4.43 -2.33 -2.94 -0.040
C 2.47 -5.25 1.95 -0.024
C 1.53 4.17 -0.10 -0.008
C -0.62 -0.03 -4.44 -0.692
C 3.86 -3.59 -2.85 -0.054
C 3.12 -1.58 -1.06 -0.094
C 1.76 -3.10 2.83 -0.134
C 1.39 2.88 -0.54 -0.131
C 2.85 -5.62 3.23 -0.025
C -4.17 -0.59 5.15 -0.051
C 2.92 -3.86 -1.87 -0.078
C -2.79 1.44 3.94 -0.195
C -1.81 -4.53 -1.91 -0.045
C 2.54 -2.85 -0.99 -0.297
C -2.16 2.17 -3.78 -0.106
C -0.26 -3.78 -0.26 -0.289
C -0.54 -4.08 -1.58 -0.088
C 1.92 -4.00 1.76 -0.186
C -1.22 -3.92 0.74 -0.067
C -1.93 0.13 2.18 -0.551
C -1.98 1.82 -5.11 -0.077
C -2.77 -4.68 -0.92 -0.038
C 2.07 3.28 2.04 0.002
C 1.96 2.02 1.50 -0.128
C -3.47 1.72 5.11 -0.017
C -1.20 0.72 -5.44 -0.105
C 1.24 -1.81 2.47 -0.376
C 2.13 -3.50 4.12 0.032
C -2.49 -4.35 0.40 -0.047
C -4.15 0.68 5.72 -0.048
C -1.55 1.42 -2.79 -0.635
C 1.75 5.76 1.81 -0.820
C -3.49 -0.86 3.97 0.007
C 1.79 4.40 1.25 -0.215
H 5.16 -2.12 -3.70 0.118
H -3.47 2.72 5.53 0.128
H 2.83 -0.80 -0.38 0.087
H -1.00 -3.66 1.77 0.114
H -4.68 0.86 6.64 0.114
H -2.77 3.02 -3.52 0.111
H 1.15 2.67 -1.58 0.113
H 2.37 3.39 3.07 0.127
H 1.99 -2.80 4.94 0.137
H 2.60 -5.92 1.11 0.122
H -2.04 -4.78 -2.94 0.118
H -1.05 0.45 -6.47 0.109
H -3.50 -1.84 3.52 0.119
H 2.47 -4.84 -1.80 0.114
H 4.51 -0.35 -2.11 0.119
H 0.21 -3.95 -2.35 0.097
H 4.16 -4.37 -3.54 0.116
H 3.30 -6.59 3.40 0.122
H -4.73 -1.38 5.64 0.111
H 2.95 -5.08 5.30 0.122
H 1.38 5.00 -0.77 0.102
H -2.45 2.40 -5.88 0.112
H -3.76 -5.04 -1.18 0.117
H 1.23 6.80 3.47 0.107
H -3.25 -4.46 1.16 0.115
H 0.82 5.12 3.50 0.094
H 2.21 1.15 2.09 0.102
```